Molecular formula: C4H6N2O
Method: DFT, ωB97M-V/def2-TZVPD

The calculation puts the LUMO energy (alpha / beta) at 0.7 / 0.7 eV. Its relative energy (zero: lowest compared OMol25 entry of this formula, charge and spin) is 375.2 kJ/mol. As for the total energy: -340.6520 hartree. The HOMO energy (alpha / beta) comes out at -7.372 / -7.371 eV.

Cartesian coordinates (Å):
N1 1.72965 -0.89154 1.03632
C1 0.69020 -0.28783 0.31873
C2 0.97417 0.59974 -0.77789
N2 -0.01250 1.30425 -1.22388
C3 -1.61418 -0.14286 -0.49274
O1 -2.71920 0.26626 0.13723
C4 -0.63334 -0.56721 0.46664
H1 2.44479 -0.24068 1.33478
H2 1.38747 -1.41366 1.83285
H3 1.96588 0.56387 -1.24175
H4 0.20930 1.70632 -2.13762
H5 -3.43258 0.32807 -0.51150
H6 -0.98967 -1.22473 1.25879